No. 1
{
  "formula": "C9H16N3O3",
  "method": "ωB97M-V with the def2-TZVPD basis set",
  "homo_lumo_gap_ha": [0.16256, 0.25173],
  "total_charge": -1,
  "multiplicity": 3,
  "s2": 2.019,
  "elements": ["C", "C", "C", "C", "C", "C", "C", "C", "C", "N", "N", "N", "O", "O", "O", "H", "H", "H", "H", "H", "H", "H", "H", "H", "H", "H", "H", "H", "H", "H", "H"],
  "xyz": [[0.19922, -3.93803, 0.52433], [0.67076, -3.36172, -0.58506], [-2.35923, -3.81374, 0.51493], [-0.94781, -3.22911, 1.12714], [1.07255, 2.32738, -1.81732], [-1.60225, 0.69136, 1.56383], [0.71430, 2.19752, -0.35352], [0.41417, 0.73937, 0.02734], [-0.05621, 0.29477, 1.48234], [0.27210, -2.06693, -0.77780], [-0.70924, -1.82043, 0.71186], [-0.44193, -1.78206, -1.95338], [-2.38859, -3.83657, -0.71659], [-3.13310, -4.23245, 1.34017], [0.17529, -1.11774, 1.58315], [0.44161, -4.91523, 0.86259], [1.24194, -3.89570, -1.35586], [-1.11528, -3.29423, 2.18484], [1.43264, 3.35680, -1.96060], [0.22591, 2.14122, -2.42787], [1.99611, 1.74541, -2.07401], [-1.74415, 1.56731, 2.23077], [-1.93888, 0.84091, 0.56498], [-2.09379, -0.24711, 1.88927], [1.62366, 2.39012, 0.22209], [-0.08070, 2.89900, -0.00276], [-0.40555, 0.41979, -0.78604], [1.24975, 0.17558, -0.22712], [0.56857, 0.68083, 2.25128], [-0.64587, -0.80253, -1.90689], [-1.37736, -2.32355, -1.94326]],
  "mulliken_spin": [0.24, -0.05, 0.05, -0.04, 0.00, 0.00, 0.00, 0.04, -0.02, 0.78, 0.73, 0.06, 0.03, 0.04, 0.07, 0.00, 0.03, 0.02, 0.00, 0.00, 0.00, 0.00, 0.00, 0.01, 0.00, 0.00, 0.01, -0.02, 0.00, -0.01, 0.03]
}

No. 2
{
  "formula": "C9H16N3O3",
  "method": "ωB97M-V with the def2-TZVPD basis set",
  "homo_lumo_gap_ha": 0.30869,
  "e_above_lowest_kj_mol": 100.97,
  "total_charge": 1,
  "smiles": "CO/C(N(C)C)=[N+](\\C)n1c(O)ccc1O",
  "elements": ["C", "O", "C", "N", "C", "C", "N", "C", "N", "C", "O", "C", "C", "C", "O", "H", "H", "H", "H", "H", "H", "H", "H", "H", "H", "H", "H", "H", "H", "H", "H"],
  "xyz": [[3.31584, -1.07416, 0.30271], [2.02727, -0.84313, 0.88525], [1.02297, -0.34185, 0.18774], [1.16045, 0.69045, -0.63603], [2.15561, 1.72262, -0.41396], [0.22785, 0.96537, -1.71074], [-0.15095, -0.94805, 0.38711], [-0.27300, -2.21694, 1.08388], [-1.31959, -0.23703, 0.25362], [-1.61896, 0.91983, 0.94879], [-0.62130, 1.46886, 1.69176], [-2.90012, 1.26777, 0.66722], [-3.42204, 0.28766, -0.22550], [-2.43857, -0.61957, -0.45728], [-2.34155, -1.73538, -1.22169], [3.99312, -1.20762, 1.14356], [3.66215, -0.25691, -0.32450], [3.28218, -1.99433, -0.28456], [2.90941, 1.72360, -1.20355], [1.64943, 2.68890, -0.42345], [2.62564, 1.59878, 0.55838], [-0.53051, 1.69325, -1.41627], [0.79556, 1.37644, -2.54513], [-0.25644, 0.05001, -2.04230], [-0.53693, -2.05506, 2.12998], [0.66565, -2.75971, 1.03168], [-1.05738, -2.79406, 0.59528], [-0.99119, 2.14809, 2.26678], [-3.43229, 2.11573, 1.04567], [-4.41196, 0.27793, -0.63179], [-3.19035, -1.91152, -1.64267]],
  "lowdin_charge": [0.01, 0.00, -0.30, -0.09, -0.01, 0.01, 0.02, 0.05, 0.02, -0.32, 0.09, -0.01, -0.01, -0.33, 0.09, 0.11, 0.08, 0.11, 0.11, 0.11, 0.11, 0.11, 0.11, 0.10, 0.12, 0.10, 0.10, 0.13, 0.11, 0.11, 0.13]
}

No. 3
{
  "formula": "C9H16N3OS",
  "method": "ωB97M-V with the def2-TZVPD basis set",
  "homo_lumo_gap_ha": 0.29945,
  "e_above_lowest_kj_mol": 0.00,
  "total_charge": 1,
  "smiles": "CC[C@]1(C(C)C)C(=[NH2+])NC(=S)NC1=O",
  "elements": ["C", "C", "C", "C", "C", "C", "C", "N", "N", "C", "S", "N", "C", "O", "H", "H", "H", "H", "H", "H", "H", "H", "H", "H", "H", "H", "H", "H", "H", "H"],
  "xyz": [[0.77987, 1.45242, 2.42438], [1.29333, 0.76091, 1.08734], [0.20748, 0.07339, 0.26275], [0.85701, -0.64600, -0.96346], [1.72900, -1.76463, -0.42321], [-0.04573, -1.23590, -1.94740], [-0.68839, 1.13932, -0.52102], [-0.03899, 2.14279, -1.12224], [-2.05093, 1.00584, -0.64193], [-2.78859, -0.03846, -0.02583], [-4.46213, -0.15541, -0.11013], [-1.97904, -0.97761, 0.64065], [-0.62573, -0.91675, 1.01249], [-0.26066, -1.63546, 1.90093], [0.15991, 2.32752, 2.06710], [1.59527, 2.06451, 2.84765], [0.31844, 0.76573, 3.15573], [2.00550, 0.05236, 1.49072], [1.90808, 1.49505, 0.64230], [1.53241, 0.07213, -1.28664], [1.06449, -2.47902, 0.23338], [2.67642, -1.56506, 0.17176], [2.12850, -2.46026, -1.25018], [-0.66144, -2.13548, -1.65039], [0.49975, -1.83418, -2.70475], [-0.70804, -0.51249, -2.45198], [0.96488, 2.31999, -0.91625], [-0.47058, 2.63913, -1.85841], [-2.50497, 1.87094, -1.03176], [-2.43512, -1.82529, 0.96841]],
  "lowdin_charge": [-0.05, -0.16, -0.25, -0.39, -0.06, -0.07, -0.15, 0.25, 0.12, -0.77, 0.74, 0.13, -0.41, 0.16, 0.08, 0.08, 0.09, 0.12, 0.10, 0.12, 0.12, 0.11, 0.12, 0.12, 0.11, 0.09, 0.16, 0.13, 0.19, 0.16]
}

no.,maximum force (eV Å⁻¹)
1,6.351
2,0.942
3,3.894